This record from OMol25 describes 11 unconnected molecules or ions with the total composition C40H107N9O16 at a distorted geometry. The level of theory is ωB97M-V/def2-TZVPD.

XYZ file:
```
172
Properties=species:S:1:pos:R:3:forces:R:3
H -9.01987 -24.26596 -7.07041 0.55 0.03 -0.53
H -12.70514 -25.53643 -0.30231 -0.48 0.00 -0.25
C -9.98885 -29.57746 -5.48298 1.50 -0.93 -1.10
C -4.87399 -31.81001 -10.85219 0.40 -0.32 0.13
H -12.56287 -25.03846 -3.48185 -0.32 -0.25 0.11
H -2.23447 -29.79648 -11.35565 -0.43 0.58 0.23
H -7.94164 -28.53200 -11.68802 0.28 0.22 0.98
H -12.63018 -26.85976 -3.42804 0.18 0.11 0.87
C -4.07830 -23.28925 -6.42682 0.82 0.49 0.00
H -8.90719 -25.99818 -7.73160 0.64 0.20 0.24
H -8.09214 -25.31835 -3.78900 -0.41 -0.38 0.23
O -8.16176 -23.90492 -14.60465 0.30 -0.90 -1.11
C -2.60000 -31.74185 -14.27779 0.96 0.67 0.04
O -12.46475 -27.29215 -5.99572 -1.30 0.41 -1.92
H -16.09818 -27.31380 2.42278 0.06 -0.03 -0.04
H -13.26363 -27.11447 -0.97249 -0.86 0.12 0.23
H 0.35999 -30.83910 -10.91511 0.15 -0.66 -0.22
H -2.75950 -27.71700 -6.18857 0.01 0.45 -0.29
H -3.64774 -31.89634 -14.53564 -0.09 0.05 0.77
C -7.65554 -31.48402 -8.45191 1.41 -2.75 -1.34
H -4.97577 -30.85629 -11.37002 0.00 0.22 -0.08
N -11.26668 -26.92000 -0.64781 0.87 -1.71 1.37
O -5.57883 -26.25389 -12.26114 1.46 -0.31 -0.39
H -10.14189 -24.17500 -3.06547 0.47 0.29 0.02
C -3.13492 -24.46070 -6.00584 -1.45 1.22 -1.67
O -4.42768 -24.12650 -10.97457 0.42 1.73 1.57
H -11.01735 -29.67326 -12.36753 -0.70 0.47 -0.28
H -3.91891 -30.46505 -3.20273 -0.24 -0.56 0.29
H -8.90428 -28.28886 -0.38798 0.36 0.36 -0.33
H -4.66714 -24.55556 -8.96798 0.27 0.08 0.17
N -7.74966 -32.99991 -8.21636 -1.32 1.19 0.11
C -1.22457 -28.98412 -9.69758 -0.80 -1.12 -0.09
H -5.00064 -23.63040 -6.89694 0.01 -0.29 0.24
C -8.70651 -24.85032 -4.55815 0.89 0.29 0.58
H -6.84591 -23.58884 -13.02229 0.43 -0.52 -0.20
C -7.41332 -23.07327 -15.50152 -0.26 -0.96 -0.12
H -13.88476 -27.05176 -7.57089 0.02 -0.13 0.21
H -4.24556 -29.25237 -13.09993 0.30 -0.22 0.27
C -4.65130 -23.67484 -9.61000 -1.92 0.11 -0.38
H -6.71669 -30.25071 -9.92737 -0.46 0.47 -0.55
O -2.35342 -31.49731 -12.88269 -0.16 -0.80 0.37
H -8.82337 -26.18497 -13.19121 0.40 -0.39 -0.62
O -14.51304 -27.03671 1.20700 0.19 0.72 -0.81
O -6.03231 -26.45612 -6.09274 2.06 -0.42 0.43
H -13.79206 -25.76210 -5.42628 -0.57 -0.73 0.09
H -14.84567 -28.57293 2.50953 -0.04 -0.30 0.02
N -9.26330 -30.26254 -4.62024 2.26 -2.37 0.28
H -2.04288 -32.57691 -14.70250 0.14 -0.31 0.39
H -6.45026 -25.52629 -7.76708 -0.69 -0.29 -0.95
C -8.43421 -34.73173 -6.57553 0.59 0.57 0.36
H -8.47860 -24.00788 -11.27145 0.49 -0.65 0.29
H -7.18992 -37.49501 -7.70234 0.64 -0.15 0.28
C -8.98787 -26.59833 -11.26547 2.21 -1.43 0.01
N -4.74747 -30.94243 -3.52782 3.17 -3.19 4.06
H -9.32929 -30.08937 -3.62738 0.08 -0.08 -0.44
H -1.53621 -29.77331 -9.01335 0.16 0.04 0.73
H -9.49800 -30.27831 -12.58191 0.52 -0.44 0.00
C -15.02489 -27.50298 2.40388 -0.40 -0.34 0.67
H -6.65237 -27.98376 -9.00581 -0.28 0.34 -0.13
H -1.95778 -27.01741 -10.19601 -0.60 0.04 0.00
H -8.22925 -22.61026 -13.13078 -0.24 0.42 0.59
C -9.60968 -28.67781 -1.12231 0.56 -0.21 -0.53
C -6.59537 -27.80090 -7.93277 -0.75 -0.38 0.01
H -6.00583 -28.64064 -7.56482 0.51 0.16 0.12
C -10.14272 -29.50270 -12.99525 0.34 -2.48 1.20
C -2.59494 -28.20644 -7.14850 0.16 0.25 -1.10
H -9.02594 -32.62496 -6.65927 -0.63 -0.46 -0.02
H -3.33254 -27.96709 -12.22775 -0.11 -0.02 -0.09
C -0.70192 -30.99320 -11.10669 -0.87 1.28 0.01
H -14.56863 -27.02682 3.27175 0.06 0.28 0.13
H -6.29980 -27.92686 -13.21546 0.01 -0.27 -0.04
H -3.07503 -25.17394 -6.82791 0.77 0.28 -0.49
C -2.24068 -27.82431 -9.52000 1.44 -0.65 0.92
C -10.14562 -24.63337 -4.05440 0.51 -0.80 0.20
H -12.71363 -26.25296 1.90304 -0.13 0.18 0.25
H -5.56376 -28.69676 -5.43786 0.13 0.13 0.15
H -10.68428 -23.92691 -4.68596 -0.30 -0.15 -0.48
O -3.81064 -25.12547 -5.00203 0.37 -0.60 1.79
C -5.57394 -30.32411 -4.28528 2.54 1.19 -0.47
H -5.03727 -26.45783 -8.01708 0.78 0.25 1.04
H -6.33678 -23.13392 -15.34191 0.08 0.27 0.62
H -12.21875 -26.54879 -7.99517 0.00 0.80 0.52
H -10.69207 -28.54900 -3.82923 0.59 -0.62 -0.16
C -5.99816 -26.48233 -7.50307 -0.15 -0.23 -0.68
C -10.99299 -28.36243 -0.62105 0.26 -0.05 -0.28
H -7.39833 -28.91143 -2.55099 -0.09 -0.54 -0.36
O -2.21091 -27.24803 -8.17668 -0.20 -1.17 -0.11
H -0.20626 -28.69705 -9.43543 0.06 0.13 -0.27
H -6.50809 -26.01456 -12.23298 -1.04 -0.15 -0.37
C -7.97790 -28.01123 -2.75556 1.25 -0.42 0.72
N -10.74259 -25.96599 -3.86737 -0.38 0.74 -0.36
C -12.82359 -27.23293 -7.40002 1.11 -1.12 0.18
H -1.11897 -31.73867 -10.42961 -0.07 0.15 0.81
H -3.65834 -22.55505 -7.11433 0.35 -0.19 -0.21
H -4.61751 -25.43459 -5.42037 -0.57 -0.49 0.19
C -12.21068 -25.97682 -3.91026 -0.07 -1.16 -1.60
H -9.46283 -34.84546 -6.91772 0.24 -1.12 -1.13
H -10.28843 -29.85542 -14.01626 -0.19 0.96 -0.20
H -0.51633 -32.53507 -12.49404 -0.55 -0.59 -0.19
N -10.82575 -28.85895 -4.78116 -3.70 2.68 0.02
C -12.76275 -26.11619 -5.36949 0.73 3.36 1.53
H -10.01595 -26.28557 -11.08288 -0.08 0.18 -0.12
O -9.53883 -28.29210 -12.79829 -0.34 1.59 -0.18
H -8.52903 -35.01614 -5.52757 0.23 0.59 0.41
C -5.52145 -27.67075 -12.49666 1.22 0.83 0.36
H -7.45371 -27.31390 -2.10205 -0.64 0.64 0.42
C -7.95069 -36.87909 -7.22280 1.85 -1.48 -1.91
H -6.83245 -23.64861 -9.70923 -0.15 -0.15 -0.09
C -12.63337 -26.62180 -0.23213 -0.11 0.29 -0.28
H -5.16713 -31.70306 -3.01262 0.59 0.06 0.15
C -7.90599 -23.64183 -13.27031 -0.19 1.37 1.21
H -3.81894 -32.00036 -10.65541 -0.07 0.11 0.09
C -8.63754 -24.50870 -12.22644 0.00 0.62 -2.20
H -4.08041 -28.99769 -4.60898 -0.42 0.04 -0.11
H -8.44160 -30.71869 -4.99016 0.01 0.14 0.46
H -11.58246 -28.38628 -5.25454 0.44 -0.26 -0.06
H -12.45632 -28.17858 -7.79869 -0.64 -0.34 0.08
H -7.79305 -22.05156 -15.49807 0.15 0.13 0.13
C -6.04694 -22.94969 -9.42184 0.36 -0.75 -0.71
O -9.34589 -28.22414 -2.47776 -0.12 0.50 1.11
H -4.32258 -22.69150 -5.54869 -0.15 -0.23 0.23
H -10.36085 -26.53447 -4.60980 -0.13 -0.56 -0.01
H -10.24657 -25.41903 -6.83645 -0.24 -0.28 0.42
H -3.92468 -22.96245 -9.21935 0.56 -0.39 -0.79
H -7.72200 -27.68358 -3.76316 -0.88 -0.24 -0.22
H -12.23516 -25.27498 -5.81906 0.26 0.18 -0.89
H -7.48063 -32.82736 -6.10978 0.81 -0.15 0.13
H -8.12237 -23.94328 -4.71356 -0.54 0.63 -0.34
C -9.16211 -25.33402 -6.90575 -0.86 0.52 0.71
H -9.71390 -24.45912 -12.39106 -0.28 0.43 -0.08
O -7.35325 -35.60421 -7.08767 -3.02 0.52 0.46
H -5.72633 -28.08590 -11.50985 -0.14 -0.79 -0.09
C -8.93011 -28.11472 -11.49588 -0.70 0.45 -1.34
N -5.03662 -29.26666 -4.79176 1.26 4.66 -2.44
H -3.50526 -28.70869 -7.47584 -0.28 -0.07 0.13
H -11.70799 -28.94656 -1.20042 -0.48 -0.03 -0.34
H -12.72657 -27.96103 1.52789 0.16 -0.27 -0.04
H -6.16510 -22.08052 -10.06890 0.28 0.03 -0.09
H -8.30919 -26.32832 -10.45640 -0.58 -0.24 0.87
H -8.60332 -31.00066 -8.68896 -0.32 -0.45 0.54
O -9.82169 -29.66439 -6.72303 -0.89 0.49 1.05
H -3.81259 -27.81837 -13.94507 -0.08 0.40 0.12
H -7.51103 -23.49953 -16.49994 -0.50 0.06 0.02
O -8.50738 -25.70473 -5.68665 -1.05 -0.37 -0.44
H -3.19039 -28.32517 -9.70789 -0.57 0.64 -0.19
N -8.28445 -25.93806 -12.37346 -1.56 1.18 0.78
H -7.22320 -31.06622 -7.54271 0.25 0.59 -0.23
H -6.92594 -33.55568 -8.39718 0.42 0.69 -0.32
C -6.82697 -31.32268 -9.76363 -1.79 1.16 1.66
H -10.99851 -28.83942 0.35903 -0.19 0.43 0.36
H -8.22592 -37.48506 -6.35960 -0.32 0.81 0.59
H -6.30247 -22.63414 -8.41029 0.46 -0.06 0.16
H -6.94648 -26.25404 -5.88044 -0.67 0.21 0.34
H -2.15701 -24.07851 -5.71304 -0.08 -0.28 0.24
H -5.21916 -32.61043 -11.50661 -0.20 -0.07 -0.22
H -9.48546 -28.63160 -10.71324 0.05 -0.25 0.01
H -0.38899 -30.98674 -13.20483 0.00 0.36 -0.21
H -8.66934 -36.98509 -8.03546 -0.89 0.80 0.38
O -6.61715 -30.74782 -4.54456 -6.53 -2.35 -1.54
H -5.12981 -24.73175 -11.22412 0.07 -0.53 -0.04
H -9.50502 -29.76278 -1.12168 0.14 -0.27 0.06
C -13.11281 -26.99284 1.20926 1.08 -0.22 -1.17
C -8.15809 -33.25694 -6.84776 0.33 0.43 0.53
C -4.11065 -28.17973 -12.96085 -1.56 0.31 0.04
H -2.26395 -30.86249 -14.82724 0.01 0.19 -0.18
N -1.29200 -29.64682 -11.02484 0.19 0.25 -0.08
H -11.10964 -26.75752 -1.63221 -0.25 1.08 -0.26
H -1.84639 -28.98532 -7.00315 0.21 0.07 -0.04
H -7.54329 -27.96866 -7.42152 -0.47 0.03 -0.42
C -0.97796 -31.54777 -12.47925 0.97 0.29 -1.44
O -5.57754 -31.81884 -9.63649 2.16 -1.13 0.40
H -7.36975 -31.81904 -10.56807 -0.26 0.07 -0.25
```
Positions in Å, forces in eV/Å.

lowest unoccupied orbital energy	0.0145	hartree
E_HOMO	-7.8	eV
relative energy (zero: lowest compared OMol25 entry of this formula, charge and spin)	0.0	kJ/mol
structure (SMILES)	COCCNCCOC.COCCNCCOC.COCCNCCOC.COCCNCCOC.COCCNCCOC.NC(N)=O.NC(N)=O.CCO.CCO.CCO.CCO

These are the Mulliken partial charges, in e, on atoms 1 to 8: atom 1 (H): 0.41, atom 2 (H): 0.32, atom 3 (C): 0.35, atom 4 (C): -0.50, atom 5 (H): 0.66, atom 6 (H): 0.09, atom 7 (H): -0.25, atom 8 (H): 0.11